# C5H12N2

One molecule with the formula C5H12N2 (ωB97M-V with the def2-TZVPD basis set, the Open Molecules 2025 dataset).

As for the energy relative to the best compared isomer or geometry (same formula, charge and spin): 1.6064 eV. The value obtained for the HOMO-LUMO gap is 9.961 eV. The structure (SMILES) is CC[C@H](N)N1CC1. As for the HOMO energy: -8.75 eV.

Geometry (Å):
C1 0.028 2.045 0.250
C2 -0.953 0.884 0.369
C3 -0.699 -0.270 -0.612
N1 -1.948 -0.998 -0.761
N2 0.359 -1.219 -0.281
C4 1.756 -0.935 -0.457
C5 1.190 -1.165 0.890
H1 1.037 1.760 0.539
H2 0.056 2.412 -0.774
H3 -0.286 2.863 0.896
H4 -1.958 1.247 0.150
H5 -0.961 0.495 1.390
H6 -0.459 0.146 -1.600
H7 -1.816 -1.764 -1.414
H8 -2.207 -1.408 0.131
H9 2.326 -1.718 -0.939
H10 2.063 0.070 -0.726
H11 1.349 -2.119 1.378
H12 1.125 -0.326 1.572

---

# CH5O2PS

A 2-piece molecular cluster, CH5O2PS overall at a distorted geometry (ωB97M-V with the def2-TZVPD basis set, the Open Molecules 2025 dataset).

As for the energy relative to the best compared isomer or geometry (same formula, charge and spin): 5.4943 eV. The value obtained for the HOMO-LUMO gap (spin up / spin down) is 7.398 / 8.133 eV. As for the HOMO energy (spin up / spin down): -9.29 / -8.91 eV.

Geometry (Å):
C1 1.699 -0.761 -0.269
O1 -1.360 -0.622 1.583
O2 -1.767 -1.252 -0.698
P1 -1.480 1.756 -0.276
S1 -1.039 -0.396 0.202
H1 1.463 -0.510 -1.302
H2 2.187 0.003 0.425
H3 1.569 -1.782 -0.036
H4 -0.093 1.680 -0.630
H5 -1.179 1.884 1.000

---

# C7H11MnN3O3

C7H11MnN3O3 as an isolated structure at a distorted geometry (ωB97M-V with the def2-TZVPD basis set, the Open Molecules 2025 dataset).

Its multiplicity is 4. Its expectation value of S² is 3.8212. The value obtained for the HOMO-LUMO gap (spin up / spin down) is 6.951 / 7.833 eV. Its net charge is +2. As for the HOMO energy (spin up / spin down): -18.28 / -18.50 eV.

Geometry (Å):
Mn1 0.690 -1.059 -0.918
N1 -1.354 -1.563 -0.979
C1 -1.876 -1.623 0.415
C2 -0.738 -1.966 1.365
O1 -0.846 -2.436 2.447
N2 0.522 -1.634 0.796
C3 1.747 -2.055 1.464
C4 2.810 -2.179 0.350
O2 3.890 -2.610 0.461
O3 2.232 -1.679 -0.801
H1 -1.973 -0.978 -1.537
H2 -1.427 -2.494 -1.393
H3 -2.666 -2.364 0.533
H4 -2.274 -0.650 0.704
H5 1.621 -2.991 2.011
H6 2.101 -1.308 2.183
C5 -1.070 3.937 -0.689
C6 0.345 3.333 -0.852
C7 0.349 1.911 -0.902
N3 0.329 0.759 -0.932
H7 -0.966 5.019 -0.665
H8 -1.537 3.615 0.239
H9 -1.712 3.671 -1.526
H10 0.981 3.634 -0.010
H11 0.820 3.708 -1.765

---

# C4H11N2S

An isolated ion of composition C4H11N2S and charge -1 at a distorted geometry (ωB97M-V with the def2-TZVPD basis set, the Open Molecules 2025 dataset).

As for the energy relative to the best compared isomer or geometry (same formula, charge and spin): 0.6173 eV. The value obtained for the HOMO-LUMO gap is 5.946 eV. Its net charge is -1. The structure (SMILES) is CNC[C@@H](N)C[S-]. As for the HOMO energy: -2.46 eV.

Geometry (Å):
C1 -1.108 0.577 3.395
N1 -1.209 0.158 1.988
C2 0.079 0.275 1.321
C3 -0.084 -0.144 -0.152
N2 -0.861 0.930 -0.829
C4 1.194 -0.578 -0.868
S1 1.001 -0.772 -2.649
H1 -0.873 1.641 3.486
H2 -2.057 0.392 3.907
H3 -0.377 -0.037 3.917
H4 -1.921 0.726 1.584
H5 0.727 -0.415 1.868
H6 0.495 1.297 1.362
H7 -0.775 -0.991 -0.161
H8 -0.603 0.785 -1.822
H9 -0.386 1.805 -0.611
H10 1.621 -1.451 -0.360
H11 1.952 0.210 -0.694

---

# C21H33N5O5S2

One molecule with the formula C21H33N5O5S2 at a distorted geometry (ωB97M-V with the def2-TZVPD basis set, the Open Molecules 2025 dataset).

As for the energy relative to the best compared isomer or geometry (same formula, charge and spin): 0.0000 eV. The value obtained for the HOMO-LUMO gap is 8.210 eV. The structure (SMILES) is CCCN(CCC)CCNC(=O)Cn1cnc2sc(C)c(S(=O)(=O)N3CCOCC3)c2c1=O. As for the HOMO energy: -8.24 eV.

Geometry (Å):
C1 5.838 -1.519 -2.157
C2 4.588 -2.339 -2.449
C3 3.318 -1.524 -2.194
N1 3.231 -1.087 -0.806
C4 2.541 0.187 -0.671
C5 3.459 1.358 -1.022
C6 2.741 2.695 -0.897
C7 2.660 -2.132 0.030
C8 2.987 -1.943 1.517
N2 1.908 -1.294 2.232
C9 2.076 -0.241 3.038
O1 3.139 0.243 3.361
C10 0.735 0.368 3.521
N3 0.180 1.163 2.443
C11 0.389 2.497 2.392
N4 0.006 3.273 1.438
C12 -0.581 2.667 0.391
S1 -1.066 3.500 -1.041
C13 -1.558 1.993 -1.791
C14 -2.093 2.026 -3.172
C15 -1.376 0.932 -0.958
S2 -1.619 -0.793 -1.371
O2 -2.124 -0.883 -2.715
O3 -0.415 -1.507 -1.079
N5 -2.806 -1.205 -0.278
C16 -2.787 -2.567 0.213
C17 -3.734 -2.639 1.409
O4 -5.038 -2.237 1.048
C18 -5.048 -0.924 0.548
C19 -4.130 -0.782 -0.670
C20 -0.831 1.301 0.303
C21 -0.507 0.468 1.427
O5 -0.766 -0.713 1.575
H1 6.733 -2.126 -2.276
H2 5.904 -0.670 -2.833
H3 5.795 -1.146 -1.138
H4 4.590 -3.233 -1.823
H5 4.588 -2.665 -3.491
H6 3.349 -0.641 -2.833
H7 2.427 -2.105 -2.480
H8 2.237 0.302 0.370
H9 1.625 0.216 -1.287
H10 3.833 1.248 -2.041
H11 4.318 1.334 -0.350
H12 3.406 3.512 -1.165
H13 1.877 2.727 -1.559
H14 2.399 2.858 0.123
H15 3.100 -3.076 -0.294
H16 1.568 -2.203 -0.108
H17 3.883 -1.330 1.633
H18 3.167 -2.920 1.979
H19 0.968 -1.572 1.970
H20 0.926 1.005 4.384
H21 0.026 -0.423 3.775
H22 0.918 2.942 3.222
H23 -3.024 2.593 -3.204
H24 -1.386 2.517 -3.839
H25 -2.274 1.011 -3.516
H26 -1.763 -2.788 0.506
H27 -3.114 -3.269 -0.567
H28 -3.822 -3.663 1.775
H29 -3.347 -1.989 2.206
H30 -6.083 -0.705 0.280
H31 -4.712 -0.224 1.329
H32 -4.075 0.258 -0.996
H33 -4.506 -1.396 -1.501

---

# C5H9N3O2

A 2-piece molecular cluster, C5H9N3O2 overall at a distorted geometry (ωB97M-V with the def2-TZVPD basis set, the Open Molecules 2025 dataset).

As for the energy relative to the best compared isomer or geometry (same formula, charge and spin): 1.8346 eV. The value obtained for the HOMO-LUMO gap is 9.243 eV. The structure (SMILES) is O=c1cc[nH]c(=O)[nH]1.CN. As for the HOMO energy: -8.55 eV.

Geometry (Å):
O1 -0.157 0.796 -1.185
C1 0.398 0.649 -0.162
C2 0.271 1.667 0.911
C3 1.105 1.464 2.008
N1 1.855 0.359 2.292
C4 1.896 -0.762 1.399
O2 2.470 -1.819 1.423
N2 1.141 -0.530 0.242
H1 -0.426 2.393 0.760
H2 1.290 2.212 2.881
H3 2.468 0.241 3.018
H4 0.997 -1.494 -0.265
C5 -1.726 -0.768 -2.452
N3 -1.918 -0.516 -0.937
H5 -0.787 -1.168 -2.667
H6 -2.394 -1.524 -2.865
H7 -1.640 0.201 -2.976
H8 -2.761 0.025 -0.773
H9 -2.082 -1.427 -0.651

---

Number 1: E -8358.530 eV. Number 2: E -25332.797 eV. Number 3: E -49351.306 eV. Number 4: E -18142.481 eV. Number 5: E -61671.523 eV. Number 6: E -13894.747 eV.